Entry from the Open Molecules 2025 dataset: C22H24Cl3FN7O5ReS as an isolated structure at a distorted geometry (ωB97M-V/def2-TZVPD).

Results
Energy above the lowest of the compared OMol25 structures with the same formula, charge and spin = 0.578 eV
HOMO-LUMO gap (alpha / beta) = 6.5 / 6.9 eV
Maximum force = 1.59 eV/A
Calculated total energy = -97096.0680 eV
Net charge = +3
Multiplicity = 2

Structure (XYZ):
```
64
Properties=species:S:1:pos:R:3:forces:R:3:lowdin_spin:R:1
Re -2.8170 1.7932 2.3946 -0.3 0.1 1.3 0.779
F -0.2049 -2.0511 -2.6555 0.0 0.0 0.0 0.000
C 0.5045 -1.3084 -1.7919 0.0 -0.1 -0.1 0.000
C -0.1730 -0.5050 -0.9383 -0.1 0.1 0.0 0.000
C 0.4969 0.3489 -0.0490 -0.1 0.0 0.1 0.000
C -0.2667 1.1898 0.8296 -0.1 -0.3 0.0 0.000
O -1.5609 1.0730 0.8555 0.2 0.4 0.1 0.004
C 0.4793 2.0967 1.5974 -0.5 -0.1 0.0 0.001
C 1.8561 2.0633 1.5552 0.1 0.1 0.0 0.000
N 2.5779 1.2153 0.8307 0.1 0.1 0.0 0.001
C 4.0377 1.3607 0.9978 0.3 -0.1 -0.2 0.000
C 5.0556 0.2628 0.9095 -0.1 -0.2 0.2 0.000
C 5.0226 1.3423 -0.1343 -0.1 0.2 -0.1 0.000
C 1.9066 0.3424 -0.0376 -0.1 0.0 -0.1 0.000
C 2.5728 -0.5370 -0.8980 0.3 0.0 -0.1 0.000
C 1.9205 -1.3624 -1.8112 0.2 0.0 0.0 0.000
N 2.6285 -2.1866 -2.6730 -0.1 -0.2 0.1 0.000
C 1.9811 -3.2394 -3.4798 0.1 0.2 0.1 0.000
C 3.0327 -4.1536 -4.1067 -0.2 0.2 0.0 0.000
N 4.1288 -4.4030 -3.1134 0.0 0.2 -0.1 0.000
C 4.8864 -3.1300 -2.7977 0.1 0.4 0.1 0.000
C 3.9991 -1.9199 -3.0888 -0.2 -0.1 -0.1 0.000
C -0.1190 3.1750 2.4120 -0.1 -0.3 -0.3 0.007
O 0.4554 4.1533 2.7343 0.0 0.4 0.4 0.014
O -1.4426 2.9449 2.7653 1.3 0.5 -0.2 0.061
H -1.2542 -0.5014 -0.9621 0.0 0.0 0.0 0.000
H 2.3876 2.7865 2.1584 0.1 0.0 0.0 0.000
H 4.2403 2.0896 1.7647 -0.2 0.1 0.0 0.000
H 4.7467 -0.7508 0.6998 0.0 0.1 -0.1 0.000
H 5.8482 0.3020 1.6449 0.0 0.1 0.0 0.000
H 4.6576 1.1459 -1.1332 0.0 -0.1 0.1 0.000
H 5.7955 2.0986 -0.1119 0.0 0.0 0.0 0.000
H 3.6438 -0.5963 -0.8607 0.0 0.1 0.0 0.000
H 1.3753 -2.8293 -4.2876 0.0 0.0 -0.1 0.000
H 1.3243 -3.8262 -2.8416 0.0 0.0 0.0 0.000
H 3.4802 -3.7195 -4.9960 0.1 0.0 0.0 0.000
H 2.5743 -5.0966 -4.3911 0.1 -0.1 0.1 0.000
H 4.7710 -5.1143 -3.4610 0.1 -0.1 0.0 0.000
H 3.7125 -4.7759 -2.2618 0.0 -0.1 0.1 0.000
H 5.7864 -3.0811 -3.4070 0.0 -0.2 -0.1 0.000
H 5.1856 -3.1618 -1.7529 -0.1 -0.1 0.0 0.000
H 4.0111 -1.6908 -4.1575 0.0 0.0 0.0 0.000
H 4.4204 -1.0538 -2.5916 0.0 0.0 0.0 0.000
C -7.4375 2.8943 0.1476 0.1 -0.2 0.0 0.000
C -6.9330 2.9745 1.5381 -0.2 0.1 -0.1 0.000
N -7.6223 3.2688 2.5932 0.1 0.0 -0.1 -0.001
N -6.7442 3.2073 3.6407 -0.3 0.0 -0.3 0.000
C -5.5358 2.8762 3.2530 0.2 0.5 0.6 -0.001
S -4.1067 2.6957 4.1514 0.7 -0.5 0.3 -0.011
N -5.6139 2.7295 1.9323 -0.3 -0.1 -0.6 -0.001
N -4.4702 2.3971 1.1853 0.3 0.0 -0.3 0.017
H -8.4374 3.3173 0.1177 0.0 0.0 0.0 0.000
H -7.4928 1.8532 -0.1795 0.0 0.0 0.0 0.000
H -6.7956 3.4360 -0.5493 0.0 0.1 0.0 0.000
H -7.0564 3.4053 4.5817 -0.1 0.0 0.0 0.000
H -4.5997 1.5060 0.7123 -0.5 -0.1 -0.3 0.004
H -4.2707 3.1219 0.5012 0.0 0.2 -0.1 0.003
Cl -3.1895 -2.9483 3.8060 0.0 0.1 0.0 0.000
C -2.5001 -1.7837 2.7043 -0.2 0.0 -0.2 0.003
Cl -1.5487 -0.5732 3.6291 0.1 0.3 0.1 0.028
Cl -1.4542 -2.5564 1.5201 0.1 0.0 0.0 0.002
C -3.6749 -1.1016 1.9301 0.7 0.0 0.8 0.008
O -4.3644 -1.7235 1.2082 -0.3 0.2 -0.3 0.006
O -3.8170 0.2134 2.2179 -0.6 -1.2 -0.8 0.072
```
Positions in Å, forces in eV/Å.